1.
This record from the OMol25 dataset describes C21H35BO2OsP2 as an isolated structure. The level of theory is wB97M-V/def2-TZVPD.

The geometry in XYZ format:
```
62
Properties=species:S:1:pos:R:3:forces:R:3:lowdin_spin:R:1
P 4.19099 0.61006 -2.60248 5.8604 -0.6696 -0.9266 0.13
P 3.07883 -3.22207 -2.80226 -0.2017 -5.0333 -0.3716 0.00
C 4.98421 -1.03771 -2.86091 0.3638 0.0254 0.1046 0.03
C 4.17180 -2.05409 -3.71515 -0.0944 1.0301 0.3267 0.01
H 5.09264 -1.40775 -1.82630 0.2901 -0.0209 -0.3571 0.00
H 5.98643 -0.90284 -3.29625 -0.2164 -0.1156 0.2628 0.01
H 3.49858 -1.56020 -4.43922 0.3972 -0.0540 0.1512 0.01
H 4.85007 -2.72671 -4.28188 -0.4414 0.3597 0.3574 0.00
C 4.07148 -4.80788 -2.82111 0.3771 0.1271 0.1368 0.00
H 3.50894 -5.62988 -2.34175 0.1044 0.6200 -0.1530 0.00
H 5.04532 -4.72733 -2.31882 -0.2410 0.0888 0.0184 0.00
H 4.27282 -5.12501 -3.85056 -0.0046 0.2816 0.0959 0.00
C 1.81731 -3.78816 -4.01311 -0.0430 0.5896 -0.2750 0.00
H 2.27519 -4.54217 -4.67468 -0.1757 0.4340 0.2279 0.00
H 1.48072 -2.94071 -4.62365 -0.1973 -0.2995 0.0507 0.00
H 0.96488 -4.25160 -3.49216 0.4043 0.2623 -0.1694 0.00
C 5.18789 1.59134 -1.42630 -0.1143 -0.8300 -0.1874 0.00
H 4.58302 2.45955 -1.17115 0.3037 0.0211 -0.0402 0.00
H 6.15664 1.88552 -1.83922 -0.0963 -0.1235 0.2170 0.00
H 5.27707 0.97674 -0.52376 0.3325 0.2180 -0.0286 0.00
C 4.19857 1.54903 -4.17935 -0.4227 -0.2278 0.0149 0.07
H 4.26098 0.86706 -5.02935 -0.0029 0.1508 -0.0107 0.00
H 4.98643 2.30126 -4.21947 -0.0217 0.0124 0.0214 0.01
H 3.21437 2.06939 -4.21519 0.5214 0.1198 -0.4336 0.01
Os 2.14402 0.78950 -2.39577 -5.1475 1.2278 1.5566 1.37
C -0.57225 -4.03047 -0.18956 -2.6252 -0.6444 -4.5180 0.73
C 0.09771 -3.89706 0.96479 1.8985 0.7567 4.5205 0.72
C 1.21511 -4.75114 1.46079 -0.1978 0.0653 -0.3597 0.12
C 2.60278 -4.08294 1.29162 -0.5500 -0.4154 0.7376 0.04
C 2.95712 -3.63212 -0.09067 0.5972 -1.1116 0.2220 0.02
C 2.15066 -3.58043 -1.19046 1.4675 4.7035 -0.1602 0.01
C 1.03253 -2.46671 -1.13521 -1.0937 -0.3065 0.5366 0.05
C -0.39155 -2.98350 -1.25314 0.0835 -0.2914 -0.4250 0.13
C 2.18636 2.72253 -1.57184 -1.0215 0.8865 -0.2771 0.07
H -1.37448 -4.75742 -0.37434 0.0219 0.3483 0.3527 0.06
H -0.11267 -3.02687 1.60254 -0.3103 -0.2890 0.1647 0.06
H 1.18066 -5.71391 0.93222 0.2565 0.2286 0.0095 0.00
H 1.01009 -4.98827 2.51689 0.4101 0.1869 -0.2053 0.02
H 2.74644 -3.26759 2.03378 -0.0287 -0.2516 -0.4600 0.00
H 3.31306 -4.87490 1.59377 0.2574 0.5372 -0.2652 0.01
H 4.03711 -3.45617 -0.19019 -0.2029 -0.6162 -0.1654 0.00
H 2.78016 0.84527 -0.93388 -0.4090 -0.5522 -0.3616 0.00
H 1.21936 -1.66374 -1.88569 0.1881 -0.4214 -0.1395 0.01
H 1.10270 -1.92759 -0.17585 0.1140 -0.2520 -0.2929 0.01
H -1.09572 -2.15316 -1.09640 0.0058 0.0317 0.0905 0.03
H -0.61549 -3.36428 -2.25965 0.0449 -0.0059 0.2185 0.01
H 1.24734 3.05093 -2.05078 0.1436 0.4142 0.1791 0.03
H 2.99782 3.36892 -1.93287 -0.0211 -0.5069 -0.1129 0.01
H 2.06445 2.91737 -0.48818 0.0465 -0.4778 -0.5759 0.01
O 0.53566 0.83252 0.36809 1.2614 0.0730 -2.3560 0.01
B 0.54028 0.80031 -1.08213 -2.7246 0.1460 2.5220 0.11
O -0.82460 0.83176 -1.53137 2.1663 0.0960 -0.3160 0.05
C -1.58976 0.89996 -0.40170 0.0974 -0.5545 1.4525 0.01
C -2.94823 0.75528 -0.27683 -0.7963 -0.0439 -0.1210 0.00
C -3.50165 0.63056 1.00072 0.4874 0.1952 -0.1148 0.00
C -2.68249 0.67017 2.12636 -0.2330 0.0984 -0.0624 0.00
C -1.30228 0.80118 1.99987 0.0928 0.0834 0.4486 0.00
C -0.76780 0.89626 0.73194 -1.4397 -0.2963 -0.1462 0.00
H -3.59674 0.71076 -1.13784 0.0380 0.0076 -0.1892 0.00
H -4.56946 0.50459 1.12201 0.0457 0.0451 -0.0996 0.00
H -3.14721 0.60165 3.10963 0.2790 -0.0054 -0.2056 0.00
H -0.68339 0.82484 2.88813 0.1163 -0.0553 -0.1143 0.00
```
Forces are in eV/Å.

Calculated values
- Net charge: +2
- 2S+1: 5
- Electronic energy: -1769.02673 Eh
- Relative energy (zero: lowest compared OMol25 entry of this formula, charge and spin): 0.0 kJ/mol
- LUMO energy (alpha / beta): -7.6 / -8.3 eV
- F_max: 5.97 eV Å⁻¹
- ⟨S²⟩: 6.01
- HOMO-LUMO gap (alpha / beta): 0.15782 / 0.18514 Eh



2.
This record from the OMol25 dataset describes a 5-piece molecular cluster, C21H35BO9P overall. The level of theory is wB97M-V/def2-TZVPD.

The geometry in XYZ format:
```
67
Properties=species:S:1:pos:R:3:forces:R:3:lowdin_charge:R:1
C -1.49830 -0.20350 -1.32696 -0.1638 -0.4562 -0.3164 0.02
C -0.48175 -0.86592 -1.29037 0.1076 0.0114 0.2535 -0.12
B 0.87686 -1.70737 -1.24000 0.5595 0.3887 -0.0041 -0.89
O 2.03707 -0.87768 -1.68711 -0.2475 -0.3438 0.3393 -0.12
P 0.66954 -3.23368 -2.50618 -0.8196 0.0551 -0.3700 0.90
C 0.82645 -4.77273 -1.49509 0.1202 0.1147 0.2280 -0.37
C 2.19202 -3.21573 -3.55224 0.0460 -0.0382 0.0508 -0.49
C 2.04186 -2.18103 -4.66722 -0.2531 -0.1276 -0.0694 -0.20
H -2.45869 0.12075 -1.64501 -0.0897 0.4090 0.1515 -0.03
H 1.03517 -2.12588 -0.08671 -0.1257 -0.2102 -0.0390 0.05
H 2.06225 -0.11916 -1.09546 0.1458 0.0810 -0.2458 0.01
H 1.84369 -5.00187 -1.16529 0.0566 -0.0264 0.0104 0.02
H 0.21717 -4.60586 -0.60445 0.0133 -0.0345 0.0571 0.01
H 0.40145 -5.62735 -2.02140 0.1357 -0.0793 -0.0555 0.00
H 3.08824 -3.01375 -2.96161 0.0679 -0.0338 0.0035 0.06
H 2.27545 -4.20939 -4.00133 0.0764 -0.0822 0.0687 0.05
H 2.70008 -2.40083 -5.51119 0.1928 0.1693 0.0507 0.05
H 2.20515 -1.17317 -4.29113 0.1182 0.0068 0.0067 0.06
H 1.01837 -2.21945 -5.04959 -0.0140 0.0281 -0.0473 0.04
O 3.81149 1.90303 -1.54085 0.2118 0.3029 0.1784 0.13
C 3.34274 2.31402 -0.52054 -0.2125 -0.1945 -0.2879 -0.48
O 2.39377 1.61508 0.14861 0.1432 0.0670 0.2492 0.00
C 1.91502 2.36267 1.28502 0.0913 -0.0152 -0.0083 -0.15
C 3.02864 3.35369 1.60152 0.0921 0.0278 -0.1545 -0.14
C 3.62117 3.61586 0.21558 -0.0130 -0.1838 0.3013 -0.07
H 0.98887 2.85278 1.00850 -0.0105 0.0169 -0.0633 0.10
H 1.72004 1.67658 2.10454 -0.0753 -0.1098 -0.0918 0.12
H 2.66445 4.23887 2.11809 -0.0654 0.0118 -0.0495 0.11
H 3.78205 2.87811 2.23211 -0.0169 -0.0153 0.0342 0.11
H 3.10311 4.41974 -0.30920 0.0189 0.0142 -0.0466 0.13
H 4.68858 3.81896 0.22775 0.0029 0.0651 -0.1399 0.12
O -4.84047 0.72551 -2.06573 -0.1382 0.2865 0.0054 0.11
C -5.31300 0.02390 -1.22486 0.2741 -0.3172 -0.1376 -0.50
O -5.59479 0.46591 0.02773 -0.0988 0.0611 0.0319 0.01
C -6.04025 -0.62511 0.84936 -0.0136 -0.1242 0.0530 -0.16
C -6.55233 -1.68370 -0.12433 0.0761 0.0477 -0.0966 -0.15
C -5.64564 -1.45170 -1.33374 -0.3073 0.0366 0.3041 -0.07
H -5.19013 -0.98118 1.43437 0.0170 -0.0244 -0.0220 0.13
H -6.80536 -0.25362 1.52741 0.0116 0.0823 -0.0176 0.12
H -6.50941 -2.69130 0.28326 0.0708 0.0089 0.0287 0.11
H -7.58873 -1.47056 -0.39156 -0.0128 0.0068 0.0198 0.11
H -4.71092 -2.01113 -1.26480 0.0394 0.0218 -0.0721 0.14
H -6.12623 -1.66011 -2.28459 0.1417 -0.0132 -0.0888 0.12
O -0.39201 3.61570 2.70319 -0.0791 0.0861 0.2516 0.12
C -1.29664 4.03479 2.04310 -0.0106 0.0030 0.0099 -0.48
O -1.09478 4.53647 0.80387 0.0142 0.0945 -0.0458 0.02
C -2.32340 5.04117 0.25513 -0.1376 -0.0066 -0.0307 -0.15
C -3.42649 4.32121 1.02415 0.0637 -0.0683 0.0966 -0.14
C -2.77090 4.11589 2.39181 -0.0919 -0.1075 -0.3663 -0.07
H -2.34698 6.12276 0.40973 -0.0029 0.0092 0.0227 0.12
H -2.33279 4.83606 -0.81168 0.0780 -0.0549 -0.0021 0.13
H -4.36030 4.87862 1.05093 0.0284 0.0584 0.0178 0.11
H -3.62266 3.35311 0.56329 -0.0100 -0.0049 -0.0288 0.12
H -2.91640 4.96626 3.06035 0.0030 -0.0082 0.0415 0.13
H -3.08890 3.20487 2.88983 0.0590 0.0312 0.1364 0.12
O 4.20814 -3.52175 4.49446 0.0720 0.0354 -0.0468 0.09
C 3.92142 -2.96326 3.46978 -0.0961 -0.1702 0.0065 -0.50
O 3.19054 -1.83323 3.45193 0.0128 0.1427 -0.0990 0.02
C 2.91030 -1.44044 2.08116 0.0597 0.0986 -0.1370 -0.14
C 3.99305 -2.10135 1.24571 0.0502 -0.1748 0.0138 -0.14
C 4.25760 -3.37604 2.04707 0.0921 0.3226 -0.0661 -0.07
H 1.91776 -1.79159 1.81114 -0.0612 -0.0245 -0.0202 0.10
H 2.93744 -0.35627 2.00751 -0.0405 0.0080 0.1825 0.11
H 3.67967 -2.25983 0.21588 -0.1229 0.0205 0.0015 0.11
H 4.88991 -1.47797 1.23634 -0.0096 0.0077 0.0010 0.12
H 3.58501 -4.18652 1.75977 0.0166 -0.0295 0.0076 0.13
H 5.28665 -3.72134 1.99023 -0.0405 -0.1605 0.0510 0.12
```
Forces are in eV/Å.

Calculated values
- Net charge: -1
- 2S+1: 1
- Electronic energy: -1864.62145 Eh
- LUMO energy: 2.2 eV
- F_max: 0.90 eV Å⁻¹
- HOMO-LUMO gap: 0.20499 Eh



The highest 2S+1 belongs to which entry? C21H35BO2OsP2